{
  "formula": "C55H66BrCl3FeN9O2STe",
  "method": "ωB97M-V with the def2-TZVPD basis set",
  "symbols": ["Fe", "C", "N", "C", "C", "N", "C", "C", "N", "C", "C", "N", "C", "N", "C", "C", "C", "N", "C", "H", "H", "H", "H", "H", "H", "H", "H", "H", "H", "H", "H", "H", "H", "H", "H", "H", "H", "H", "H", "H", "H", "H", "H", "C", "C", "C", "C", "C", "C", "C", "Br", "C", "O", "C", "C", "C", "C", "C", "C", "H", "H", "H", "H", "H", "H", "H", "H", "H", "H", "H", "H", "H", "H", "H", "H", "H", "H", "H", "H", "Cl", "C", "C", "C", "C", "C", "C", "N", "C", "C", "N", "C", "O", "C", "C", "C", "Cl", "S", "C", "C", "C", "Cl", "C", "H", "H", "H", "H", "H", "H", "H", "H", "H", "H", "H", "H", "H", "Te", "C", "C", "C", "C", "C", "C", "H", "H", "H", "H", "H", "N", "C", "C", "C", "C", "C", "C", "C", "H", "H", "H", "H"],
  "positions_angstrom": [[0.81684, 1.04191, 0.42399], [3.63278, -0.75201, 2.53225], [4.16297, -0.76139, 1.17787], [5.26389, -1.66513, 0.87163], [6.38677, -0.74627, 0.40879], [5.68217, 0.48781, 0.07575], [6.51165, 1.64904, -0.23351], [4.38999, 0.48485, 0.58058], [3.46786, 1.38069, 0.52090], [3.76398, 2.71927, -0.01011], [2.48514, 3.39541, -0.43241], [1.61185, 3.56732, 0.72476], [1.23578, 4.74387, 1.05584], [1.47874, 5.95158, 0.37499], [2.86645, 6.38332, 0.20856], [0.54707, 6.97151, 0.88230], [-0.32787, 6.22913, 1.90032], [0.44682, 5.03154, 2.15399], [-0.02918, 4.02823, 3.08124], [3.30538, -1.75636, 2.80111], [2.77042, -0.09467, 2.56093], [4.37164, -0.40877, 3.27027], [4.96994, -2.34868, 0.07065], [5.53736, -2.25960, 1.74064], [6.90825, -1.14317, -0.46051], [7.12785, -0.56358, 1.19343], [7.54311, 1.39641, 0.01092], [6.23546, 2.51330, 0.36086], [6.47926, 1.92164, -1.28830], [4.43850, 2.70667, -0.86591], [4.21979, 3.32156, 0.78228], [1.97648, 2.73207, -1.11467], [2.69240, 4.31179, -0.98244], [3.54529, 5.54944, 0.36267], [3.11613, 7.15790, 0.94101], [3.04135, 6.78999, -0.78950], [-0.04706, 7.39131, 0.07286], [1.09897, 7.78638, 1.35376], [-1.30896, 5.98002, 1.48072], [-0.47920, 6.79663, 2.81678], [-0.05006, 4.44962, 4.08811], [0.66649, 3.19601, 3.06650], [-1.03030, 3.66089, 2.83077], [-6.76019, 3.00119, -0.08815], [-6.56256, 1.49504, 0.06632], [-7.25329, 1.04876, 1.36476], [-7.22704, 0.79226, -1.12638], [-5.07669, 1.12372, 0.11836], [-4.06133, 2.05582, -0.00146], [-2.74923, 1.62794, 0.06009], [-1.38372, 2.93850, -0.03966], [-2.30667, 0.30032, 0.24164], [-1.02285, 0.00731, 0.33889], [-3.36387, -0.65522, 0.36769], [-4.68009, -0.19937, 0.30038], [-3.19331, -2.17702, 0.63096], [-1.74440, -2.66136, 0.65976], [-3.92400, -2.98427, -0.45100], [-3.81124, -2.50879, 2.00305], [-7.82992, 3.22879, -0.10781], [-6.32117, 3.37198, -1.02049], [-6.31447, 3.55074, 0.74816], [-8.30642, 1.35228, 1.36218], [-6.76438, 1.50150, 2.23243], [-7.21622, -0.03732, 1.48745], [-8.28842, 1.05951, -1.18977], [-7.15614, -0.29528, -1.03624], [-6.73972, 1.08305, -2.06103], [-4.26552, 3.11254, -0.13338], [-5.46520, -0.94143, 0.40799], [-1.20845, -2.41733, -0.26180], [-1.73803, -3.75088, 0.79810], [-1.19865, -2.20591, 1.48439], [-3.45112, -2.83690, -1.42190], [-4.97633, -2.70419, -0.54159], [-3.88029, -4.05330, -0.20534], [-3.34734, -1.89978, 2.78581], [-3.64679, -3.56637, 2.24290], [-4.88878, -2.32192, 2.02351], [-2.99550, -7.21630, 0.83026], [-1.69560, -6.59049, -0.13319], [-1.96780, -5.79716, -1.22986], [-0.91516, -5.27997, -1.96763], [0.41539, -5.52874, -1.63851], [1.53653, -4.92992, -2.48390], [2.53098, -4.04794, -1.72170], [1.99607, -3.12076, -0.73051], [1.64160, -3.41569, 0.57567], [1.31180, -2.22332, 1.13844], [1.46572, -1.20303, 0.21813], [1.89176, -1.77935, -0.87614], [1.02286, -4.33919, -3.65895], [0.55605, -2.98769, -3.62364], [-0.17666, -2.77504, -4.90731], [-1.37030, -2.14014, -5.03906], [-2.34188, -1.49670, -3.77964], [-1.88726, -2.02837, -6.66643], [-0.49197, -2.85475, -7.20929], [0.32732, -3.19164, -6.18290], [0.63924, -6.39416, -0.56953], [2.25163, -6.93123, -0.15675], [-0.39276, -6.91083, 0.19657], [-2.99287, -5.58470, -1.50993], [-1.13649, -4.67678, -2.83816], [2.14091, -5.75673, -2.85637], [3.09537, -3.47987, -2.45873], [3.22263, -4.70205, -1.20573], [1.64916, -4.42298, 0.96953], [0.94716, -2.04052, 2.13878], [2.10575, -1.26964, -1.80113], [1.39116, -2.28450, -3.56503], [-0.09509, -2.79823, -2.76756], [-0.35030, -3.02858, -8.26801], [1.26284, -3.72868, -6.29916], [-0.17881, -7.56676, 1.03034], [-0.30835, 0.55524, 2.87724], [0.36812, 1.23579, 4.75489], [-0.59162, 1.45925, 5.74580], [-0.20556, 1.87599, 7.01538], [1.14157, 2.06325, 7.30888], [2.10236, 1.84700, 6.32667], [1.71915, 1.44321, 5.05225], [-1.64404, 1.30285, 5.52258], [-0.95689, 2.04535, 7.77784], [1.44248, 2.37882, 8.30314], [3.15163, 1.99660, 6.55179], [2.47510, 1.29670, 4.28927], [1.41684, 0.88135, -7.17943], [1.31383, 0.89180, -6.03108], [1.19195, 0.91906, -4.58483], [-0.05892, 1.02736, -3.97604], [-0.16360, 1.05055, -2.58494], [0.95506, 0.99829, -1.74036], [2.19548, 0.89471, -2.40561], [2.33035, 0.84053, -3.78597], [-0.94475, 1.10618, -4.59943], [-1.16207, 1.10618, -2.16240], [3.11266, 0.87589, -1.81159], [3.30733, 0.76840, -4.25652]],
  "total_charge": 0,
  "e_tot_ev": -235736.1984,
  "s_squared": 8.771,
  "gap_ev": [7.281, 5.188],
  "spin_multiplicity": 6
}